# C6H15ClLi2N

A molecular structure, C6H15ClLi2N (ωB97M-V with the def2-TZVPD basis set, the Open Molecules 2025 dataset).

The geometry in XYZ format:
```
25
Properties=species:S:1:pos:R:3:forces:R:3
Li -8.295733 -20.179357 4.647402 -0.653 0.024 -0.427
Li -8.373063 -17.259486 5.705974 -0.685 0.163 -0.420
Cl -9.720010 -18.444787 4.245230 1.333 -0.185 0.851
C -15.912051 -20.784717 7.659171 -0.237 -0.323 0.205
C -14.406491 -20.497708 7.702489 -0.022 0.656 0.231
N -13.680745 -20.601264 6.434704 -0.128 -0.447 0.058
C -13.429615 -22.003805 6.061306 -0.260 0.520 -0.368
C -12.332903 -22.624450 6.879555 0.282 -0.186 0.493
C -14.378858 -19.874507 5.371139 0.655 -0.350 -0.382
C -13.449310 -19.549037 4.215071 -0.005 -0.060 -0.878
H -16.529670 -19.887360 7.662572 0.127 0.088 -0.138
H -16.211165 -21.360851 8.537248 -0.018 0.010 -0.051
H -16.194585 -21.371772 6.784505 0.026 -0.040 0.023
H -14.246320 -19.476158 8.068467 -0.078 -0.055 -0.039
H -13.941922 -21.124833 8.462121 0.142 -0.154 -0.218
H -13.096573 -22.009000 5.021447 -0.187 -0.017 -0.030
H -14.354075 -22.600329 6.105458 0.049 -0.025 0.030
H -12.202004 -23.683511 6.652136 -0.021 0.031 -0.104
H -12.530582 -22.556697 7.951168 0.036 -0.011 -0.049
H -11.393282 -22.102770 6.684293 0.037 -0.018 0.044
H -15.188449 -20.475222 4.923672 -0.235 0.242 0.379
H -14.774586 -18.948026 5.781576 -0.161 -0.040 0.113
H -12.473909 -19.161416 4.503669 -0.108 0.101 0.256
H -13.275646 -20.420855 3.574859 0.088 -0.065 0.222
H -13.924551 -18.841420 3.528841 0.024 0.141 0.201
```
Positions in Å, forces in eV/Å.

Its HOMO energy is -10.4 eV. Its total energy is -767.45667 a.u. As for the LUMO energy: -5.1 eV. The gap between HOMO and LUMO is 5.3 eV. The calculation puts the maximum force at 1.6 eV/Å. As for the total charge: +1. The value obtained for the energy relative to the best compared isomer or geometry (same formula, charge and spin) is 90.28 kJ/mol.

---

# C6H15ClLi2NO2

A molecular structure, C6H15ClLi2NO2 (ωB97M-V with the def2-TZVPD basis set, the Open Molecules 2025 dataset).

The geometry in XYZ format:
```
27
Properties=species:S:1:pos:R:3:forces:R:3
Li -0.045634 -17.876937 -15.193283 0.028 0.371 0.539
Li 3.068954 -16.066671 -15.408112 -0.457 0.116 0.580
Cl 1.216676 -16.261978 -14.049939 0.535 -0.391 -1.005
C 1.750715 -20.058654 -8.406194 -1.647 -1.023 -0.364
O 1.300376 -21.022211 -9.380193 0.223 0.658 -0.088
C 0.260984 -20.537258 -10.215127 0.521 -0.443 0.548
C 0.731078 -19.425675 -11.144521 -0.316 0.057 -0.278
N -0.370468 -18.881664 -11.937086 -0.098 -0.150 -1.205
C -0.876922 -19.781431 -12.970642 -0.864 0.083 0.681
C -2.103360 -19.201243 -13.672948 0.401 -0.225 0.420
O -1.667884 -17.970531 -14.288203 -0.295 -0.590 -0.559
C -2.726581 -17.081887 -14.623834 0.521 1.492 -0.189
H 0.866960 -19.535803 -8.017357 0.100 0.199 -0.015
H 2.421205 -19.331680 -8.852864 0.504 -0.127 0.345
H 2.079399 -20.703263 -7.597186 0.859 0.506 0.071
H -0.580185 -20.244312 -9.579556 -0.164 0.258 -0.214
H -0.009444 -21.428989 -10.781264 -0.273 0.134 -0.146
H 1.521432 -19.866302 -11.770617 0.155 0.222 0.049
H 1.112614 -18.556968 -10.607018 0.244 -0.293 0.217
H -0.067651 -18.041926 -12.419099 0.062 0.185 0.435
H -1.156679 -20.695287 -12.444855 -0.180 -0.161 -0.411
H -0.196018 -20.089559 -13.787482 0.515 0.094 0.228
H -2.931954 -18.965685 -13.005675 0.156 -0.034 0.216
H -2.447338 -19.933133 -14.408683 -0.103 0.235 -0.234
H -3.292493 -17.338147 -15.521923 -0.204 -0.633 0.357
H -2.256189 -16.122543 -14.886697 0.076 -0.204 0.176
H -3.325446 -16.863201 -13.740586 -0.301 -0.338 -0.155
```
Positions in Å, forces in eV/Å.

Its HOMO energy is -11.7 eV. Its total energy is -917.94693 a.u. As for the LUMO energy: -4.4 eV. The gap between HOMO and LUMO is 7.4 eV. The calculation puts the maximum force at 2.0 eV/Å. As for the total charge: +1. The value obtained for the energy relative to the best compared isomer or geometry (same formula, charge and spin) is 77.99 kJ/mol.

---

# C6H15ClNO

2 unconnected molecules or ions with the total composition C6H15ClNO (ωB97M-V with the def2-TZVPD basis set, the Open Molecules 2025 dataset).

The geometry in XYZ format:
```
24
Properties=species:S:1:pos:R:3:forces:R:3
C 4.351455 -1.030306 0.505113 0.849 1.909 3.164
C -0.611538 1.518225 1.463576 1.554 -0.583 2.345
C -2.401334 0.722460 -0.103541 -2.245 -1.851 0.121
C -0.964244 2.578328 -0.677444 0.641 1.702 -0.466
C 3.207500 -0.090386 0.898485 -1.265 -0.365 0.218
C 1.906225 -0.388463 0.225356 -1.132 -2.336 0.316
N -1.105634 1.278294 0.129320 0.960 0.707 -3.703
O 0.987395 -1.056980 0.594428 0.540 1.018 -0.115
Cl 1.794497 0.223311 -1.517183 0.124 0.153 0.470
H 4.161461 -2.065698 0.665783 -0.393 -0.712 0.344
H 5.041310 -0.631707 1.421042 -0.337 -1.408 -3.036
H 4.614364 -0.884695 -0.512090 1.007 0.340 -0.629
H -0.655568 0.645542 2.115644 -0.407 -0.268 -0.435
H 0.447643 1.822198 1.570163 -0.319 -0.248 -1.141
H -1.083370 2.323398 1.997819 -1.008 0.309 -0.337
H -2.469448 0.476347 -1.160100 0.150 -0.265 -0.003
H -2.588884 -0.166620 0.500262 0.407 -0.110 -0.113
H -3.247436 1.334188 0.063951 -0.465 1.345 0.563
H 0.127941 2.577351 -0.967874 -1.170 0.544 0.560
H -1.544626 2.786429 -1.697937 0.728 -1.308 2.533
H -1.237853 3.362554 0.106318 0.548 -0.682 -1.583
H 3.151928 -0.172632 2.035891 -0.630 0.699 -1.647
H 3.326968 0.875270 0.426796 1.181 0.770 0.945
H -0.576710 0.594196 -0.476564 0.682 0.639 1.630
```
Positions in Å, forces in eV/Å.

Its HOMO energy is -14.2 eV. Its total energy is -827.49261 a.u. As for the LUMO energy: -2.8 eV. The gap between HOMO and LUMO is 11.4 eV. The calculation puts the maximum force at 3.9 eV/Å. As for the total charge: +1. The value obtained for the energy relative to the best compared isomer or geometry (same formula, charge and spin) is 128.90 kJ/mol.

---

# C6H15CrF5N6O17S3

A molecular structure, C6H15CrF5N6O17S3 (ωB97M-V with the def2-TZVPD basis set, the Open Molecules 2025 dataset).

The geometry in XYZ format:
```
53
Properties=species:S:1:pos:R:3:forces:R:3
Cr -31.397712 -7.024449 7.345377 -0.598 0.164 1.662
C -29.892278 -5.814247 11.603842 -0.207 -1.153 -0.518
F -28.663010 -5.363711 11.434869 0.319 0.466 -0.116
F -30.033027 -6.199468 12.858045 -0.056 -0.078 0.467
F -30.775987 -4.872872 11.335308 -0.154 0.556 0.035
S -30.169458 -7.275692 10.454939 0.479 -1.480 -0.244
O -28.860055 -7.769808 10.071552 -0.369 0.604 0.314
O -30.982547 -8.250376 11.155152 0.072 0.787 -0.041
O -30.880177 -6.625548 9.333208 -0.400 0.217 -0.479
N -32.068002 -7.339169 5.490473 -0.217 0.754 -4.512
S -33.406547 -7.943692 4.821471 -3.308 -2.964 1.641
O -33.230147 -8.970716 3.845859 0.552 0.888 0.094
O -34.451368 -6.987489 4.640026 0.778 0.052 -0.111
F -33.847586 -8.793384 6.098587 0.159 0.507 -0.047
S -31.530785 -6.527995 4.062931 3.405 2.116 1.769
O -32.105668 -5.234530 3.848215 -0.634 -1.057 -0.133
O -31.098839 -7.337622 2.980142 -0.687 0.009 0.549
F -30.161588 -6.080423 4.808893 -0.057 -0.543 -0.326
C -33.133290 -10.315866 10.373361 -0.451 0.497 -0.014
N -33.517764 -9.150003 9.581800 0.212 -1.546 -0.574
O -32.812073 -8.737129 8.573612 0.293 0.403 0.069
O -34.433524 -8.324889 9.943783 -0.230 0.604 0.314
H -34.073920 -10.808037 10.621270 0.155 -0.032 0.306
H -32.573994 -9.967217 11.238665 0.006 -0.241 0.119
H -32.551359 -10.996354 9.756696 0.075 0.227 -0.100
C -29.389274 -10.586629 8.547918 0.708 0.638 0.581
N -30.153549 -10.404910 7.294214 0.539 -0.102 0.895
O -30.555399 -9.276631 7.076680 -0.437 0.084 -0.499
O -30.288612 -11.355967 6.576583 -0.263 -0.045 -0.420
H -29.202315 -11.632782 8.748808 -0.270 -0.073 -0.097
H -29.851590 -10.024013 9.358532 -0.417 -0.327 -0.094
H -28.442720 -10.052309 8.437441 -0.016 -0.128 -0.373
C -27.324999 -5.552731 7.097190 0.304 -0.436 -0.055
N -27.946825 -6.880190 7.194858 -0.241 1.309 0.803
O -27.394487 -7.923021 6.665781 -0.424 -0.319 -0.257
O -29.238993 -6.956772 7.399768 1.232 -0.323 -0.729
H -26.797980 -5.485210 6.147129 0.022 0.005 0.017
H -26.626784 -5.476410 7.929833 0.072 0.156 -0.091
H -28.072457 -4.770215 7.170427 -0.211 -0.202 0.040
C -35.101622 -5.305861 9.426715 -0.830 1.053 0.566
N -34.758566 -5.753457 8.065987 0.719 -0.734 0.616
O -35.616218 -5.895481 7.247053 -0.313 0.214 -0.273
O -33.573465 -6.029003 7.902355 0.028 0.039 -0.230
H -36.167244 -5.092520 9.458007 -0.022 -0.345 -0.088
H -34.607437 -4.362134 9.654041 0.406 -0.173 -0.299
H -34.811969 -6.046700 10.161440 0.115 -0.202 -0.239
C -32.277459 -2.952390 5.716273 -0.966 0.387 0.068
N -32.068160 -3.752672 6.946744 0.043 -0.184 0.075
O -31.414757 -4.786887 6.837198 0.241 0.447 0.031
O -32.638827 -3.404865 7.948725 0.215 0.041 0.001
H -32.578407 -1.945808 5.992118 0.242 -0.033 0.298
H -33.171276 -3.432016 5.312296 0.291 -0.044 -0.487
H -31.441859 -2.952452 5.031214 0.095 -0.461 0.117
```
Positions in Å, forces in eV/Å.

Its HOMO energy (alpha / beta) is -9.0 / -10.6 eV. Its total energy is -4582.93343 a.u. As for the LUMO energy (alpha / beta): -0.8 / -3.9 eV. As for the spin multiplicity: 9. The gap between HOMO and LUMO (alpha / beta) is 8.2 / 6.6 eV. The calculation puts the maximum force at 4.7 eV/Å. As for the total charge: 0.